{
  "formula": "C32H30Br2EuN2O2S",
  "method": "ωB97M-V/def2-TZVPD",
  "elements": ["Eu", "Br", "C", "C", "C", "C", "O", "C", "C", "N", "C", "C", "C", "C", "C", "C", "C", "C", "N", "C", "C", "H", "H", "H", "H", "H", "H", "H", "H", "H", "H", "Br", "C", "C", "C", "C", "C", "C", "C", "C", "C", "C", "H", "H", "H", "H", "H", "H", "C", "C", "C", "S", "O", "C", "C", "C", "H", "H", "H", "H", "H", "H", "H", "H", "H", "H", "H", "H", "H", "H"],
  "xyz": [[-0.30147, -0.16491, -0.71004], [-2.42208, -0.06467, 6.67172], [-2.27424, -0.36676, 4.81072], [-2.05112, -1.63567, 4.31655], [-1.83260, -1.90640, 2.98769], [-1.81743, -0.83979, 2.06117], [-1.52748, -1.08750, 0.81126], [-2.05713, 0.43739, 2.52854], [-1.91274, 1.67974, 1.79233], [-1.23482, 1.80303, 0.70773], [-1.05516, 3.04311, 0.13762], [-0.86857, 4.23762, 0.78572], [-0.62109, 5.45614, 0.12620], [-0.65914, 5.46411, -1.24853], [-0.97167, 4.29110, -1.92949], [-1.02992, 4.32635, -3.32366], [-1.21384, 3.16577, -4.03735], [-1.27214, 1.97428, -3.30267], [-1.24361, 1.87863, -2.00032], [-1.13147, 3.06927, -1.29637], [-2.34934, 0.65085, 3.90267], [-1.92690, -2.40600, 5.03970], [-1.61192, -2.91521, 2.67425], [-2.36185, 2.59387, 2.21618], [-0.75552, 4.27534, 1.84087], [-0.37227, 6.34013, 0.73207], [-0.50415, 6.31163, -1.86984], [-0.90763, 5.28709, -3.89532], [-1.29804, 3.12582, -5.10925], [-1.34893, 1.08275, -3.86579], [-2.53735, 1.69719, 4.19139], [2.25411, -0.08703, -2.85042], [1.48814, -1.23880, -4.15736], [2.16994, -1.46053, -5.34525], [1.62109, -2.31508, -6.32864], [0.46511, -2.98396, -6.07540], [-0.20970, -2.80434, -4.80830], [-1.45736, -3.55843, -4.53657], [-2.02046, -3.43530, -3.31867], [-1.48439, -2.53710, -2.37240], [-0.40373, -1.70636, -2.61170], [0.25401, -1.90963, -3.85500], [3.07901, -0.88817, -5.52309], [2.15063, -2.41299, -7.30623], [0.02698, -3.68560, -6.78637], [-1.82008, -4.26338, -5.28670], [-2.87629, -4.04762, -3.08014], [-1.96141, -2.47593, -1.35261], [1.29135, 1.77308, 4.46687], [2.67651, 1.17375, 4.06626], [2.82649, 0.66713, 2.64199], [1.47970, -0.46672, 2.17499], [1.52058, -0.39390, 0.63642], [2.15632, -2.03035, 2.65546], [1.40199, -3.27158, 2.31288], [1.38398, -3.63779, 0.82498], [1.32890, 2.40819, 5.39018], [0.59128, 0.93720, 4.73929], [0.83123, 2.39438, 3.64069], [2.96785, 0.37981, 4.77572], [3.44762, 1.93709, 4.03979], [3.81808, 0.25475, 2.41507], [2.68191, 1.44176, 1.87522], [2.11678, -1.90764, 3.77020], [3.18858, -2.14318, 2.40530], [0.38767, -3.17068, 2.72769], [1.95038, -4.02696, 2.83819], [0.80620, -2.94671, 0.16715], [0.95989, -4.65324, 0.72689], [2.38276, -3.71242, 0.55786]],
  "multiplicity": 7,
  "energy_ha": -7753.5760,
  "de_lowest_ev": 3.856,
  "mol_weight_g_mol": 818.443,
  "gap_ev": [3.44, 5.81],
  "total_charge": 1
}

---

{
  "formula": "C32H30Cl5CuN4O6PS4Te",
  "method": "ωB97M-V/def2-TZVPD",
  "elements": ["Cu", "C", "C", "C", "O", "C", "O", "O", "H", "H", "H", "H", "H", "H", "H", "S", "C", "C", "C", "N", "C", "C", "C", "C", "C", "N", "C", "C", "H", "H", "H", "H", "H", "H", "H", "H", "S", "C", "S", "C", "N", "N", "C", "C", "C", "C", "C", "C", "S", "H", "H", "H", "H", "H", "Cl", "C", "C", "C", "Cl", "C", "Cl", "C", "Cl", "C", "Cl", "C", "C", "O", "P", "O", "Te", "O", "C", "C", "H", "H", "H", "H", "H", "H", "H", "H", "H", "H"],
  "xyz": [[1.31604, -0.01696, 0.06186], [2.01702, 0.22556, 3.94448], [2.03395, 1.20819, 2.77796], [2.15947, 2.64021, 3.27324], [0.78532, 1.01928, 2.10265], [3.26152, 0.82992, 1.89855], [4.36102, 1.18470, 2.31078], [3.04926, 0.10970, 0.86212], [1.17504, 0.44988, 4.60356], [2.95101, 0.30486, 4.50031], [1.90826, -0.79273, 3.57379], [1.38275, 2.84816, 4.01429], [2.05381, 3.34342, 2.44255], [3.14309, 2.79234, 3.71036], [0.58582, 1.77692, 1.53318], [-5.78469, 1.48910, -0.60101], [-4.04943, 1.32424, -0.24071], [-3.61092, 1.02051, 1.04363], [-2.25192, 0.86343, 1.24667], [-1.34849, 0.96641, 0.27535], [-1.77896, 1.23062, -0.95082], [-3.12088, 1.43458, -1.25774], [-6.17552, 2.79779, 0.53286], [-7.21583, 2.65032, 1.44063], [-7.51914, 3.70980, 2.28423], [-6.86352, 4.86487, 2.29128], [-5.85920, 4.99009, 1.42231], [-5.48380, 4.00616, 0.52642], [-4.30856, 0.89759, 1.86133], [-1.86026, 0.61657, 2.22839], [-1.02756, 1.28891, -1.72969], [-3.42290, 1.63222, -2.27683], [-7.77241, 1.72412, 1.49180], [-8.32856, 3.61301, 3.00114], [-5.32730, 5.93577, 1.43938], [-4.66019, 4.16607, -0.15713], [-4.79988, -6.34499, 0.56276], [-4.43534, -4.85814, -0.11888], [-2.80486, -4.41221, -0.52490], [-3.35925, -2.88894, -1.22514], [-4.64959, -2.74997, -1.12747], [-5.24214, -3.84232, -0.49557], [-6.65248, -3.75847, -0.38130], [-7.36638, -4.44594, 0.59798], [-8.74420, -4.30200, 0.67047], [-9.42288, -3.47893, -0.21516], [-8.70429, -2.78589, -1.17816], [-7.32889, -2.91637, -1.26410], [-2.26432, -1.78163, -1.89065], [-6.84299, -5.08432, 1.28989], [-9.28481, -4.84193, 1.43853], [-10.49913, -3.37070, -0.15137], [-9.21446, -2.12954, -1.87296], [-6.76152, -2.36612, -1.99881], [2.35298, -1.38862, -2.41769], [1.66804, -2.49486, -1.27017], [1.13005, -1.95382, -0.10774], [0.56594, -2.84400, 0.78828], [-0.21870, -2.21945, 2.20161], [0.56338, -4.22124, 0.57463], [-0.11687, -5.30040, 1.73202], [1.11698, -4.72680, -0.59945], [1.11838, -6.42695, -0.89206], [1.66806, -3.85814, -1.53734], [2.34203, -4.47257, -3.00078], [-0.53100, 2.50439, -4.94308], [0.84225, 2.57325, -4.31092], [0.71082, 2.17580, -2.95078], [1.82530, 2.56034, -1.82819], [1.23956, 1.88989, -0.60651], [3.99212, 2.20440, -2.59154], [1.60005, 4.15321, -1.63274], [0.31866, 4.59813, -1.16972], [0.41586, 5.09444, 0.25567], [-0.47586, 2.77292, -6.00026], [-1.21930, 3.19164, -4.44744], [-0.93398, 1.49399, -4.86310], [1.25991, 3.58382, -4.36469], [1.54612, 1.90023, -4.80650], [-0.41027, 3.78833, -1.24571], [0.01017, 5.40013, -1.84634], [0.76886, 4.28869, 0.89861], [-0.56243, 5.42301, 0.61411], [1.11672, 5.92722, 0.32831]],
  "multiplicity": 2,
  "energy_ha": -8051.6741,
  "de_lowest_ev": 0.000,
  "mol_weight_g_mol": 1094.267,
  "gap_ev": [6.16, 6.16],
  "total_charge": -2
}

---

{
  "formula": "C32H30F5N6NdO8STe",
  "method": "ωB97M-V/def2-TZVPD",
  "elements": ["Nd", "C", "C", "N", "C", "C", "C", "S", "N", "C", "O", "C", "C", "C", "C", "C", "C", "H", "H", "H", "H", "H", "H", "H", "H", "H", "H", "H", "H", "H", "H", "H", "O", "C", "C", "O", "C", "C", "O", "C", "O", "O", "N", "C", "C", "C", "N", "H", "H", "H", "H", "C", "N", "C", "C", "O", "H", "H", "H", "H", "H", "H", "H", "F", "Te", "F", "F", "F", "F", "O", "N", "C", "C", "C", "C", "C", "C", "C", "C", "C", "H", "H", "H", "H"],
  "xyz": [[-0.09854, 0.48628, 0.49294], [2.53017, 5.16549, -2.65223], [1.66995, 4.45881, -3.69658], [1.51513, 3.02643, -3.47084], [2.48066, 2.11883, -4.09000], [3.64041, 1.75856, -3.16783], [0.59212, 2.57155, -2.58920], [0.35727, 0.89132, -2.39994], [-0.17324, 3.53626, -2.04544], [-0.56096, 3.53893, -0.78776], [-0.07506, 2.87057, 0.15377], [-1.64417, 4.53264, -0.43936], [-2.25248, 5.33066, -1.40269], [-3.26354, 6.21311, -1.04462], [-3.67403, 6.30165, 0.28102], [-3.06297, 5.50906, 1.24606], [-2.04862, 4.63099, 0.88760], [2.54601, 6.24242, -2.84306], [3.55880, 4.79912, -2.66827], [2.11824, 4.99365, -1.65721], [2.10826, 4.58105, -4.68916], [0.67804, 4.90606, -3.70319], [2.84192, 2.60434, -4.99902], [1.95861, 1.20802, -4.37519], [4.21497, 2.64213, -2.88086], [4.31122, 1.05741, -3.67032], [3.26284, 1.27808, -2.26391], [-1.92465, 5.23785, -2.43092], [-3.73598, 6.83071, -1.80093], [-4.46980, 6.98413, 0.55981], [-3.38251, 5.57159, 2.27999], [-1.55355, 4.00300, 1.61982], [2.60955, -6.07347, -2.61333], [2.33020, -5.25951, -1.77321], [1.83086, -5.55423, -0.35864], [1.96596, -6.59639, 0.24589], [1.20855, -4.30228, 0.04626], [1.48112, -3.26975, -0.83860], [0.96824, -2.12146, -0.59909], [2.32273, -3.74062, -1.95022], [2.91929, -3.11393, -2.79146], [0.45000, -4.04819, 1.08450], [-3.14213, 1.57027, 1.42231], [-4.46292, 1.77240, 1.31229], [-4.73963, 1.85278, -0.03682], [-3.49291, 1.66647, -0.66204], [-2.53762, 1.49277, 0.23607], [-2.57961, 1.40593, 2.24877], [-5.10028, 1.83045, 2.17891], [-5.69978, 2.00370, -0.50042], [-3.24414, 1.64574, -1.71211], [1.97537, -0.16570, 4.61518], [0.67078, 0.39390, 4.32073], [-0.48587, -0.40751, 4.69826], [0.57660, 1.42315, 3.47764], [-0.46857, 1.84297, 2.96696], [2.14325, -0.20241, 5.69433], [2.75082, 0.43797, 4.14564], [2.03628, -1.17688, 4.20561], [-0.38499, -0.67449, 5.75419], [-0.55041, -1.29976, 4.07799], [-1.38866, 0.17349, 4.54352], [1.53780, 1.89556, 3.24970], [-1.23229, -3.61433, -0.66383], [-0.79384, -2.40352, 0.75507], [0.75674, -1.35725, 1.73168], [-2.56667, -2.89556, 1.10908], [-1.50756, -0.54086, 2.03038], [-0.84524, -2.86148, 2.59556], [-1.34028, -1.06408, -0.36697], [9.47010, 0.73680, 4.60687], [8.46367, 0.74687, 4.04775], [7.20125, 0.76979, 3.34679], [6.72703, 1.96259, 2.80189], [5.51859, 1.99001, 2.13265], [4.74262, 0.82788, 1.98455], [5.23689, -0.36542, 2.54063], [6.44561, -0.39495, 3.20913], [3.47335, 0.85857, 1.33338], [2.35984, 0.90004, 0.81614], [7.31506, 2.86521, 2.91220], [5.14413, 2.91387, 1.71216], [4.64302, -1.26436, 2.43177], [6.81519, -1.32028, 3.63236]],
  "multiplicity": 4,
  "energy_ha": -3894.9959,
  "de_lowest_ev": 1.627,
  "mol_weight_g_mol": 1025.523,
  "gap_ev": 7.04,
  "total_charge": -2
}

---

{
  "formula": "C32H30FN4O5RhS2Te",
  "method": "ωB97M-V/def2-TZVPD",
  "elements": ["Rh", "C", "C", "C", "C", "C", "C", "C", "F", "C", "C", "C", "O", "C", "C", "N", "C", "C", "O", "O", "H", "H", "H", "H", "H", "H", "H", "H", "H", "H", "H", "N", "C", "C", "C", "C", "C", "C", "S", "O", "O", "N", "C", "S", "C", "C", "N", "H", "H", "H", "H", "H", "H", "H", "H", "C", "C", "C", "C", "C", "C", "Te", "C", "C", "C", "H", "H", "H", "H", "H", "H", "H", "H", "H", "H", "H"],
  "xyz": [[-0.56939, -0.60189, 0.40607], [5.17207, 3.77021, -1.25003], [5.27762, 3.28267, 0.18798], [6.64029, 2.66034, 0.44216], [6.74849, 2.16735, 1.87239], [5.64442, 1.19192, 2.16056], [5.80469, 0.18355, 3.08006], [4.76330, -0.70494, 3.33605], [4.97155, -1.67526, 4.24236], [3.56241, -0.61763, 2.69774], [3.37699, 0.40276, 1.75313], [2.09203, 0.50141, 1.06450], [1.21697, -0.36339, 1.35055], [1.94207, 1.56617, 0.15843], [3.01102, 2.40179, -0.05353], [4.20995, 2.29577, 0.52127], [4.41559, 1.29989, 1.47582], [0.68704, 1.93592, -0.59514], [0.65772, 3.02686, -1.14801], [-0.28501, 1.09787, -0.62413], [6.06483, 4.35125, -1.47972], [4.31476, 4.41558, -1.42663], [5.12520, 2.92777, -1.94150], [5.14802, 4.12962, 0.86983], [7.39983, 3.41436, 0.23493], [6.79624, 1.83620, -0.26018], [6.67174, 3.01858, 2.55682], [7.71537, 1.69964, 2.05800], [6.73958, 0.06758, 3.61324], [2.76131, -1.31366, 2.89652], [2.85200, 3.21304, -0.74708], [-4.38477, 4.57061, 2.65107], [-4.24819, 3.41592, 1.89432], [-5.09050, 2.32376, 2.10879], [-4.98432, 1.19187, 1.32021], [-4.03749, 1.14310, 0.30810], [-3.19788, 2.22911, 0.07383], [-3.30222, 3.35454, 0.86481], [-3.85836, -0.30349, -0.67505], [-3.55866, 0.10071, -2.01196], [-4.97722, -1.16545, -0.38372], [-2.53176, -1.05188, -0.08670], [-2.61293, -1.86047, 0.98986], [-3.91446, -2.45065, 1.94111], [-2.74759, -3.07272, 3.08182], [-1.48520, -2.79620, 2.68857], [-1.40858, -2.13005, 1.49384], [-4.82255, 4.46003, 3.55038], [-3.58339, 5.17879, 2.67337], [-5.83860, 2.36918, 2.89113], [-5.64118, 0.34709, 1.47669], [-2.46424, 2.18785, -0.72092], [-2.65341, 4.20196, 0.67771], [-3.05888, -3.63999, 3.94172], [-0.58007, -3.08761, 3.19780], [-4.56433, -3.99156, -4.42881], [-3.32839, -3.58923, -3.67453], [-2.66507, -2.40843, -3.96574], [-1.52844, -2.00985, -3.27092], [-0.89250, -0.69478, -3.61734], [-1.04916, -2.83052, -2.24421], [0.62840, -2.20601, -1.12834], [-1.70820, -4.02795, -1.91958], [-1.27184, -4.94815, -0.80879], [-2.83347, -4.38722, -2.65064], [-4.85074, -3.22759, -5.15017], [-5.40279, -4.14437, -3.74729], [-4.40633, -4.92706, -4.96927], [-3.05846, -1.75601, -4.73679], [-1.42721, -0.22564, -4.44186], [0.15209, -0.82697, -3.90400], [-0.91347, -0.00885, -2.76859], [-0.91500, -4.39642, 0.05809], [-0.45778, -5.60119, -1.13307], [-2.10385, -5.58236, -0.50130], [-3.34972, -5.30718, -2.39611]],
  "energy_ha": -3107.5344,
  "de_lowest_ev": 0.000,
  "mol_weight_g_mol": 864.253,
  "gap_ev": 6.45,
  "total_charge": 0
}